## one
The following is a quantum chemistry calculation of C5H13N3O as an isolated structure, from the OMol25 dataset.

```
! RIJCOSX wB97M-V def2-TZVPD def2/J DEFGRID3
* xyz 0 1
C 1.772 -0.370 -0.162
N 1.454 0.036 -1.417
N 3.019 -0.049 0.290
N 1.088 -1.390 0.386
C 0.349 1.822 0.544
O 0.840 2.449 -0.392
H 1.370 1.071 -1.472
H 0.626 -0.416 -1.780
H 0.037 -1.190 0.416
H 3.532 0.628 -0.254
H 3.156 0.005 1.287
H 1.486 -1.814 1.211
H -0.020 2.449 1.404
C -2.158 -0.371 -1.135
C -1.568 -0.281 0.249
C -2.288 -0.591 1.330
H -0.589 0.648 0.420
H -3.225 -0.624 -1.134
H -2.040 0.580 -1.669
H -1.650 -1.135 -1.737
H -1.879 -0.490 2.332
H -3.311 -0.967 1.280
*
```

Computed properties:
E_HOMO   -0.231 hartree

---

## two
The following is a quantum chemistry calculation of a 2-piece molecular cluster, C5H13N3O overall, from the OMol25 dataset.

```
! RIJCOSX wB97M-V def2-TZVPD def2/J DEFGRID3
* xyz 0 1
C 2.683 0.367 -0.385
N 1.407 0.244 0.292
N 1.325 -0.709 1.328
H -0.450 -0.284 -1.371
H 1.546 -1.627 0.945
H 1.994 -0.509 2.074
H 2.895 -0.547 -0.945
H 3.500 0.540 0.325
H 2.615 1.220 -1.055
C -1.754 -1.720 -0.316
C 0.583 1.378 0.379
C -1.514 -0.434 -1.038
N -0.346 1.327 1.379
C -2.441 0.483 -1.248
O 0.722 2.314 -0.377
H -0.532 0.425 1.786
H -1.145 1.924 1.246
H -0.957 -1.902 0.406
H -2.699 -1.709 0.225
H -1.760 -2.556 -1.017
H -2.239 1.384 -1.802
H -3.434 0.393 -0.831
*
```

Computed properties:
E_HOMO   -0.346 hartree
SMILES string   CN(N)C(N)=O.C=CC

---

Energy relative to the most stable one, in kJ/mol: one 319.3; two 0.0

---

## one
The following is a quantum chemistry calculation of a 2-piece molecular cluster, C5H13N3O overall, from the OMol25 dataset.

```
! RIJCOSX wB97M-V def2-TZVPD def2/J DEFGRID3
* xyz 0 1
C -2.506 0.030 -0.224
C 0.899 0.567 -1.214
C 1.899 0.292 -0.075
C 1.485 -1.046 2.072
N -0.038 -0.529 -1.348
C 1.178 0.179 1.254
N -2.707 -0.197 -1.495
N -2.168 1.257 0.201
O 0.386 1.017 1.629
H 0.437 -1.342 -1.734
H -2.443 -0.746 0.542
H -1.169 -0.396 -1.785
H -3.162 -1.087 -1.667
H -2.154 1.979 -0.505
H -1.491 1.339 0.949
H 1.468 0.787 -2.132
H 0.339 1.473 -0.960
H 2.458 -0.621 -0.282
H 2.609 1.119 0.004
H 1.129 -1.921 1.524
H 0.989 -0.998 3.040
H 2.562 -1.154 2.205
*
```

Computed properties:
E_HOMO   -0.307 hartree
SMILES string   CC(=O)CCN.[H]/N=C/N

---

## two
The following is a quantum chemistry calculation of C5H13N3O as an isolated structure, from the OMol25 dataset.

```
! RIJCOSX wB97M-V def2-TZVPD def2/J DEFGRID3
* xyz 0 1
C 1.678 -0.797 0.898
C 0.636 -1.142 -0.156
N 0.911 -0.288 -1.430
O 0.335 -2.331 -0.371
H 1.902 -0.101 -1.590
H 0.562 -0.823 -2.222
H 2.641 -1.168 0.531
H 1.452 -1.327 1.822
H 1.757 0.267 1.106
C 0.015 2.162 -0.322
C -0.964 -0.140 0.245
N -0.917 0.253 1.638
N -2.064 -1.003 -0.109
C -0.585 0.854 -0.706
H -1.855 0.512 1.931
H -0.662 -0.545 2.210
H -2.444 -0.794 -1.025
H -1.718 -1.965 -0.143
H -1.088 0.853 -1.666
H -0.806 2.839 -0.058
H 0.641 2.074 0.562
H 0.571 2.609 -1.146
*
```

Computed properties:
E_HOMO   -0.286 hartree

---

Energy relative to the most stable one, in kJ/mol: one 0.0; two 135.3

---

## one
The following is a quantum chemistry calculation of one molecule with the formula C5H13N3O, from the OMol25 dataset.

```
! RIJCOSX wB97M-V def2-TZVPD def2/J DEFGRID3
* xyz 0 1
C -0.271 0.173 -0.488
C -1.185 -0.877 -1.125
C 1.659 -1.332 -0.681
C -1.238 0.275 1.901
N 0.875 -0.448 0.166
C -1.093 0.926 0.570
N 1.667 0.576 0.763
O 0.121 1.060 -1.524
N -1.665 2.022 0.346
H 0.544 1.825 -1.114
H 2.204 0.157 1.517
H 2.332 0.971 0.092
H -1.526 2.389 -0.596
H -1.310 -1.720 -0.454
H -0.759 -1.208 -2.068
H -2.154 -0.427 -1.327
H 1.059 -2.193 -0.959
H 2.019 -0.832 -1.591
H 2.516 -1.682 -0.104
H -0.270 0.254 2.393
H -1.578 -0.750 1.783
H -1.944 0.840 2.500
*
```

Computed properties:
E_HOMO   -0.339 hartree
SMILES string   [H]/N=C(/C)[C@@](C)(O)N(C)N

---

## two
The following is a quantum chemistry calculation of a 2-piece molecular cluster, C5H13N3O overall, from the OMol25 dataset.

```
! RIJCOSX wB97M-V def2-TZVPD def2/J DEFGRID3
* xyz 0 1
C 1.655 -2.071 -0.407
C 0.084 -0.786 -1.976
C 2.844 -1.104 -0.344
C 0.366 -1.302 -0.590
O -0.358 -1.047 0.348
H 1.788 -2.764 -1.240
H 1.593 -2.637 0.524
H -0.679 -1.409 -2.444
H 0.968 -0.757 -2.608
H -0.315 0.227 -1.909
H 2.723 -0.406 0.483
H 3.769 -1.661 -0.211
H 2.931 -0.525 -1.262
C -2.955 1.734 1.960
N -1.650 1.616 1.357
N -0.989 2.810 0.807
N -0.312 2.539 -0.157
H -1.183 0.707 1.407
H -0.297 1.446 -0.128
H -2.964 2.491 2.751
H -3.335 0.828 2.426
H -3.682 2.071 1.211
*
```

Computed properties:
E_HOMO   -0.317 hartree
SMILES string   [H]/N=N\NC.CCC(C)=O

---

## three
The following is a quantum chemistry calculation of one molecule with the formula C5H13N3O, from the OMol25 dataset.

```
! RIJCOSX wB97M-V def2-TZVPD def2/J DEFGRID3
* xyz 0 1
C -0.343 -0.686 -0.244
C 1.248 -0.212 -0.583
C -0.714 -2.144 -0.096
C 1.232 0.934 -1.600
N -1.441 0.797 1.317
C -0.290 0.029 1.083
N -2.097 1.614 0.390
N 2.358 0.031 0.344
O 0.285 -0.435 2.091
H -1.658 0.892 2.309
H -0.937 -0.238 -1.044
H 1.588 -1.093 -1.145
H -1.897 2.595 0.600
H -3.104 1.513 0.528
H 2.282 -0.635 1.117
H 2.254 0.954 0.765
H -1.788 -2.236 0.099
H -0.491 -2.686 -1.023
H -0.189 -2.650 0.718
H 0.895 1.871 -1.148
H 2.227 1.085 -2.033
H 0.579 0.700 -2.447
*
```

Computed properties:
E_HOMO   -0.316 hartree
SMILES string   C[C@@H](N)[C@@H](C)C(=O)NN

---

Energy relative to the most stable one, in kJ/mol: one 0.0; two 162.2; three 76.0

---

## one
The following is a quantum chemistry calculation of one molecule with the formula C3H7NO2, from the OMol25 dataset.

```
! RIJCOSX wB97M-V def2-TZVPD def2/J DEFGRID3
* xyz 0 1
C 0.741 -1.407 -0.130
C 0.008 -0.178 0.362
N -0.226 -0.028 1.611
O -0.869 1.197 1.828
C -0.406 0.896 -0.636
O -0.230 0.564 -1.993
H 0.155 -2.327 -0.035
H 0.961 -1.317 -1.199
H 1.705 -1.543 0.367
H -1.050 1.202 2.777
H 0.123 1.825 -0.364
H -1.475 1.089 -0.499
H 0.563 0.026 -2.090
*
```

Computed properties:
E_HOMO   -0.355 hartree
SMILES string   C/C(CO)=N/O

---

## two
The following is a quantum chemistry calculation of a 2-piece molecular cluster, C3H7NO2 overall, from the OMol25 dataset.

```
! RIJCOSX wB97M-V def2-TZVPD def2/J DEFGRID3
* xyz 0 1
C 0.022 1.072 0.019
C 1.483 -0.835 -0.333
C 1.321 0.549 0.300
N -0.968 1.603 -0.233
O -2.762 -0.172 -0.164
O -1.679 -1.059 0.182
H 2.410 -1.290 0.007
H 0.637 -1.459 -0.047
H 1.501 -0.754 -1.415
H 1.433 0.489 1.385
H 2.063 1.254 -0.091
H -2.209 0.725 -0.290
H -3.252 -0.122 0.681
*
```

Computed properties:
E_HOMO   -0.316 hartree

---

## three
The following is a quantum chemistry calculation of one molecule with the formula C3H7NO2, from the OMol25 dataset.

```
! RIJCOSX wB97M-V def2-TZVPD def2/J DEFGRID3
* xyz 0 1
C 1.542 0.583 -1.542
N 0.782 0.663 -0.422
C -0.487 -0.048 -0.320
C -0.958 -0.124 1.146
O -1.593 -1.395 1.384
O 2.706 0.919 -1.580
H 1.010 0.236 -2.441
H 1.308 1.038 0.355
H -1.207 0.483 -0.936
H -0.350 -1.077 -0.646
H -0.095 -0.015 1.794
H -1.711 0.642 1.328
H -0.946 -1.905 1.879
*
```

Computed properties:
E_HOMO   -0.361 hartree
SMILES string   O=CNCCO

---

## four
The following is a quantum chemistry calculation of a 3-piece molecular cluster, C3H7NO2 overall, from the OMol25 dataset.

```
! RIJCOSX wB97M-V def2-TZVPD def2/J DEFGRID3
* xyz 0 1
C -1.141 1.194 -0.451
C -1.168 -0.077 -0.135
N -1.595 -1.213 0.109
O -0.695 -2.213 0.455
C 1.509 -0.561 0.307
O 2.278 0.360 0.182
H -1.240 1.960 0.312
H 0.705 2.234 -0.461
H -1.037 1.499 -1.487
H -1.293 -2.962 0.586
H 1.247 -1.231 -0.532
H 1.041 -0.819 1.275
H 1.377 1.976 -0.284
*
```

Computed properties:
E_HOMO   -0.355 hartree
SMILES string   C=C=NO.[H][H].C=O

---

Energy relative to the most stable one, in kJ/mol: one 154.8; two 412.2; three 0.0; four 481.1

---

## one
The following is a quantum chemistry calculation of C5H4 as an isolated structure, from the OMol25 dataset.

```
! RIJCOSX wB97M-V def2-TZVPD def2/J DEFGRID3
* xyz 0 1
C 2.151 -0.620 0.410
C 1.217 -0.042 -0.140
C 0.008 0.680 -0.305
C -1.278 0.008 -0.053
C -2.366 -0.488 0.132
H 2.847 -1.362 0.096
H 0.844 1.194 0.478
H -0.089 1.533 -0.967
H -3.334 -0.904 0.348
*
```

Computed properties:
E_HOMO   -0.329 hartree

---

## two
The following is a quantum chemistry calculation of one molecule with the formula C5H4, from the OMol25 dataset.

```
! RIJCOSX wB97M-V def2-TZVPD def2/J DEFGRID3
* xyz 0 1
C 0.365 0.116 0.035
C -0.817 -0.531 -0.147
C 1.558 0.565 -0.645
C 1.705 -0.083 0.561
C -2.017 -0.287 0.113
H 1.929 1.061 -1.437
H 2.409 -0.878 1.050
H -2.145 0.667 0.733
H -2.987 -0.631 -0.263
*
```

Computed properties:
E_HOMO (spin up / spin down)   -0.288 / -0.288 hartree
SMILES string   C=C=C1C=C1

---

## three
The following is a quantum chemistry calculation of one molecule with the formula C5H4, from the OMol25 dataset.

```
! RIJCOSX wB97M-V def2-TZVPD def2/J DEFGRID3
* xyz 0 1
C 2.460 -0.004 -0.068
C 1.260 -0.058 0.001
C -1.143 -0.806 -0.278
C -0.087 0.006 0.019
C -1.369 0.601 0.216
H 3.526 -0.025 -0.064
H -1.379 -1.832 -0.488
H -1.826 1.184 -0.582
H -1.442 0.934 1.243
*
```

Computed properties:
E_HOMO   -0.316 hartree
SMILES string   C#CC1=CC1

---

## four
The following is a quantum chemistry calculation of one molecule with the formula C5H4, from the OMol25 dataset.

```
! RIJCOSX wB97M-V def2-TZVPD def2/J DEFGRID3
* xyz 0 1
C 0.655 0.392 1.540
C 1.383 0.857 2.545
C 1.075 0.773 0.154
C 0.182 0.128 -0.587
C -0.639 -0.495 0.489
H 1.902 1.419 -0.076
H 0.042 0.054 -1.651
H -0.572 -1.560 0.660
H -1.595 -0.052 0.720
*
```

Computed properties:
E_HOMO   -0.335 hartree

---

Energy relative to the most stable one, in kJ/mol: one 104.7; two 85.9; three 0.0; four 126.9

---

## one
The following is a quantum chemistry calculation of one molecule with the formula C3H4OS, from the OMol25 dataset.

```
! RIJCOSX wB97M-V def2-TZVPD def2/J DEFGRID3
* xyz 0 1
C -1.041 -0.782 -0.020
C -0.194 0.464 0.274
C 1.173 0.426 -0.326
H -0.462 -1.772 -0.010
H -0.803 1.373 0.027
H -0.117 0.455 1.354
H 1.384 1.228 -1.072
O -2.227 -0.666 -0.214
S 2.286 -0.726 -0.013
*
```

Computed properties:
E_HOMO   -0.336 hartree
SMILES string   O=CCC=S

---

## two
The following is a quantum chemistry calculation of one molecule with the formula C3H4OS, from the OMol25 dataset.

```
! RIJCOSX wB97M-V def2-TZVPD def2/J DEFGRID3
* xyz 0 1
C 1.574 0.918 2.744
C -0.338 -0.034 0.545
C -0.350 -0.148 -0.890
O -1.100 -0.369 1.378
S 1.218 0.937 1.223
H 1.100 0.220 3.383
H -1.331 0.334 -1.366
H -0.568 -1.129 -1.146
H 0.552 0.233 -1.249
*
```

Computed properties:
E_HOMO   -0.305 hartree

---

Energy relative to the most stable one, in kJ/mol: one 0.0; two 228.5